{"formula": "C4H13N2OS", "method": "ωB97M-V/def2-TZVPD", "species": ["C", "N", "C", "C", "S", "C", "N", "H", "H", "H", "H", "H", "H", "H", "H", "H", "H", "H", "H", "H", "O"], "positions_angstrom": [[-1.199, 1.398, -1.907], [-1.009, 1.092, -0.498], [-0.071, -0.058, -0.231], [1.294, 0.211, -0.865], [2.611, -0.979, -0.373], [0.052, -0.053, 1.311], [0.375, -1.380, 1.937], [-1.661, 0.605, -2.486], [-1.944, 2.221, -1.965], [-0.342, 1.823, -2.438], [-0.567, 1.875, -0.033], [-0.444, -1.031, -0.550], [1.628, 1.222, -0.629], [1.141, 0.144, -1.948], [-0.908, 0.156, 1.775], [0.773, 0.673, 1.706], [1.210, -1.628, 1.397], [-0.417, -1.998, 1.928], [-3.297, 1.285, 0.690], [-3.200, -0.151, 0.534], [-3.758, 0.487, 0.968]], "forces_ev_per_angstrom": [[-0.82, 1.81, 0.01], [-0.10, -1.35, -0.52], [0.78, 1.71, 1.36], [0.08, -1.07, -0.43], [-0.17, 0.17, -0.17], [-0.73, -1.86, 1.13], [0.99, 1.96, -0.26], [0.28, -0.49, 0.16], [0.15, -0.31, 0.08], [0.29, -0.49, -0.02], [-0.06, 0.20, -0.11], [-0.37, 0.14, -0.19], [-0.16, 0.24, 0.10], [0.25, 0.16, -0.01], [-0.36, 0.68, -0.28], [0.03, -0.05, -0.48], [-0.26, -1.07, 0.19], [0.08, -0.34, -0.56], [0.11, 0.22, 0.07], [0.36, -0.61, -0.18], [-0.39, 0.36, 0.10]], "lowdin_charge": [-0.16, -0.11, -0.43, -0.73, 0.17, -0.28, -0.04, 0.07, 0.07, 0.06, 0.10, 0.13, 0.04, 0.03, 0.08, 0.11, -0.06, 0.03, 0.01, 0.00, -0.08], "homo_lumo_gap_ev": 6.19, "spin_multiplicity": 1, "de_lowest_ev": 0.612, "energy_ha": -743.1566, "total_charge": -1, "e_lumo_ev": 3.4}

=====

{"formula": "C30H80As3F18N7O19", "method": "ωB97M-V/def2-TZVPD", "species": ["C", "C", "C", "O", "C", "N", "H", "H", "H", "H", "H", "H", "H", "H", "H", "H", "H", "H", "C", "C", "C", "O", "C", "N", "H", "H", "H", "H", "H", "H", "H", "H", "H", "H", "H", "H", "C", "C", "C", "O", "C", "N", "H", "H", "H", "H", "H", "H", "H", "H", "H", "H", "H", "H", "C", "C", "C", "O", "C", "N", "H", "H", "H", "H", "H", "H", "H", "H", "H", "H", "H", "H", "C", "C", "C", "O", "C", "N", "H", "H", "H", "H", "H", "H", "H", "H", "H", "H", "H", "H", "C", "C", "O", "N", "H", "H", "C", "H", "H", "H", "H", "H", "H", "C", "C", "O", "N", "H", "H", "C", "H", "H", "H", "H", "H", "H", "As", "F", "F", "F", "F", "F", "F", "As", "F", "F", "F", "F", "F", "F", "As", "F", "F", "F", "F", "F", "F", "O", "C", "O", "O", "H", "O", "C", "O", "O", "H", "O", "C", "O", "O", "H", "O", "C", "O", "O", "H"], "positions_angstrom": [[-1.661, 0.977, 0.141], [-0.440, 0.361, -0.480], [-0.441, -1.147, -0.372], [0.817, -1.697, -0.813], [0.789, -3.132, -0.761], [-0.208, 0.841, -1.860], [-0.029, 1.835, -1.836], [0.598, 0.300, -2.136], [-0.868, 0.798, -2.624], [-1.914, 0.494, 1.085], [-2.573, 0.851, -0.443], [-1.454, 2.017, 0.393], [0.458, 0.659, 0.063], [-1.318, -1.529, -0.895], [-0.606, -1.424, 0.670], [0.096, -3.483, -1.527], [0.598, -3.398, 0.278], [1.701, -3.583, -1.153], [1.585, 5.852, 0.516], [0.554, 4.915, 1.285], [0.830, 4.907, 2.786], [-0.189, 4.115, 3.381], [0.040, 3.746, 4.743], [-0.868, 5.429, 0.968], [-1.037, 6.385, 1.248], [-1.111, 5.495, -0.011], [-1.547, 4.899, 1.494], [1.342, 6.894, 0.728], [1.520, 5.816, -0.572], [2.566, 5.522, 0.857], [0.569, 3.954, 0.770], [0.881, 5.942, 3.126], [1.812, 4.451, 2.907], [0.244, 4.538, 5.464], [0.962, 3.165, 4.772], [-0.839, 3.184, 5.058], [-3.722, -6.530, -2.226], [-3.519, -5.224, -1.448], [-2.164, -5.200, -0.670], [-2.005, -3.963, 0.083], [-2.595, -3.961, 1.390], [-3.576, -4.057, -2.430], [-3.278, -3.216, -1.957], [-2.948, -4.165, -3.214], [-4.491, -3.887, -2.822], [-2.981, -6.655, -3.015], [-4.750, -6.519, -2.590], [-3.693, -7.304, -1.459], [-4.362, -5.186, -0.759], [-1.331, -5.347, -1.357], [-2.334, -6.102, -0.081], [-1.887, -4.451, 2.058], [-3.517, -4.523, 1.540], [-2.791, -2.909, 1.597], [3.672, 7.856, -1.949], [3.525, 6.880, -3.144], [2.221, 6.002, -3.255], [2.214, 5.151, -4.423], [0.996, 4.417, -4.699], [3.764, 7.690, -4.419], [3.890, 7.059, -5.197], [2.975, 8.320, -4.450], [4.688, 8.095, -4.378], [3.884, 7.247, -1.071], [2.698, 8.298, -1.741], [4.353, 8.700, -2.061], [4.335, 6.151, -3.135], [1.352, 6.654, -3.165], [2.157, 5.267, -2.453], [0.096, 5.032, -4.676], [0.983, 3.581, -4.000], [1.053, 3.934, -5.674], [2.943, -8.154, 2.227], [3.510, -6.756, 1.932], [2.763, -6.082, 0.744], [3.089, -4.744, 0.594], [4.108, -4.497, -0.329], [3.342, -5.961, 3.177], [3.906, -5.142, 3.356], [2.420, -5.550, 3.206], [3.428, -6.530, 4.007], [3.369, -8.716, 3.058], [3.086, -8.887, 1.432], [1.899, -8.136, 2.539], [4.585, -6.820, 1.760], [1.681, -6.168, 0.834], [3.011, -6.630, -0.165], [4.275, -3.425, -0.434], [3.886, -4.904, -1.316], [5.030, -4.829, 0.148], [-0.256, -0.831, 5.124], [-1.394, -1.354, 4.243], [-1.090, -1.891, 3.197], [-2.855, -1.355, 4.735], [-3.227, -2.291, 4.800], [-2.965, -0.961, 5.658], [-3.879, -0.596, 3.817], [-0.584, -0.773, 6.162], [0.011, 0.164, 4.767], [0.631, -1.463, 5.161], [-3.742, -0.951, 2.795], [-3.619, 0.451, 3.972], [-4.894, -0.810, 4.153], [3.949, 1.427, 3.950], [2.938, 0.632, 3.119], [1.741, 0.958, 3.133], [3.381, -0.535, 2.265], [3.690, -0.289, 1.336], [4.206, -0.919, 2.702], [2.259, -1.545, 2.122], [4.876, 1.738, 3.466], [4.243, 0.862, 4.834], [3.456, 2.339, 4.287], [2.655, -2.418, 1.604], [1.433, -1.112, 1.556], [1.987, -1.935, 3.103], [-5.634, -1.547, -0.548], [-5.604, -3.340, -0.491], [-5.314, -1.490, 1.211], [-5.668, 0.293, -0.592], [-6.049, -1.521, -2.325], [-7.400, -1.668, -0.094], [-3.879, -1.566, -0.935], [-4.503, 3.508, 2.365], [-3.366, 3.584, 0.966], [-3.105, 3.233, 3.397], [-5.633, 3.484, 3.761], [-5.829, 3.898, 1.248], [-4.623, 1.717, 2.107], [-4.335, 5.289, 2.571], [3.743, 1.981, -0.832], [2.254, 1.902, -1.898], [4.174, 3.583, -1.536], [5.314, 2.042, 0.112], [3.240, 0.395, -0.129], [4.787, 1.062, -1.982], [2.850, 2.796, 0.456], [-4.673, 0.667, -3.325], [-3.575, 0.333, -4.005], [-2.476, 0.986, -3.954], [-3.658, -0.750, -4.625], [-5.156, -0.162, -3.317], [1.255, -1.123, -3.532], [2.042, -1.879, -4.291], [2.120, -3.034, -3.885], [2.617, -1.378, -5.258], [1.256, -1.940, -3.028], [-2.689, 4.054, -3.130], [-1.806, 4.540, -2.292], [-0.995, 3.701, -1.897], [-1.922, 5.679, -1.839], [-2.231, 3.244, -3.366], [-0.517, -3.596, -3.974], [-0.754, -4.452, -4.988], [0.165, -4.760, -5.789], [-1.915, -4.817, -5.221], [0.442, -3.644, -3.943]], "forces_ev_per_angstrom": [[-0.34, 0.13, 0.60], [-0.27, -0.39, 0.33], [0.08, -0.30, -0.71], [-0.44, 0.00, 0.50], [0.08, 0.78, -0.99], [0.95, -0.28, 0.67], [0.31, 0.84, 0.05], [0.81, 0.07, -1.11], [-2.06, -0.87, -0.63], [0.23, -0.21, 0.28], [0.15, 0.37, -0.38], [-0.43, 0.09, -0.38], [0.18, 0.44, 0.01], [0.17, -0.38, -0.45], [0.01, 0.05, 0.42], [-0.76, -0.19, 0.53], [-0.34, -0.63, -0.01], [0.46, 0.70, 0.33], [-1.21, -0.72, 0.82], [-0.18, 1.68, -2.31], [-0.75, -0.89, -0.99], [0.38, 0.80, 0.66], [0.31, -0.09, -0.70], [1.20, 0.26, 1.77], [0.32, 0.53, 0.56], [-0.48, -0.90, -2.21], [-0.76, -0.77, -0.14], [0.41, 0.14, 0.54], [-0.20, -0.70, 0.16], [0.16, 0.45, -0.18], [0.06, -0.23, 0.54], [-0.21, 0.12, 0.46], [0.24, -0.10, 0.17], [-0.44, 0.66, -0.29], [0.03, -0.64, 0.06], [0.17, -0.02, -0.04], [0.00, 0.66, 0.79], [0.59, 0.15, -1.15], [-1.92, 0.71, -0.31], [-0.63, -1.61, -0.27], [0.35, -0.13, -0.80], [0.05, -0.60, 1.34], [-0.15, 0.80, 0.27], [0.98, -0.50, -1.36], [-0.51, 0.15, -0.01], [-0.16, -0.16, -0.07], [0.17, -0.12, -0.42], [0.22, -0.41, -0.27], [0.22, 0.76, 0.02], [0.11, 0.31, 0.08], [0.75, 0.05, 0.77], [0.32, 0.35, 0.50], [-0.34, 0.02, -0.72], [0.12, -0.20, 0.28], [-1.53, -0.94, -0.10], [0.59, -1.22, 0.05], [-0.17, -0.80, -0.53], [0.80, 2.12, -0.40], [0.29, -0.66, 0.51], [0.21, -1.42, 0.93], [-1.17, -0.46, -0.70], [0.06, 0.57, -0.92], [-0.02, 1.03, 0.43], [0.35, 0.22, -0.01], [-0.18, 0.14, -0.03], [0.38, -0.43, -0.19], [0.20, 0.09, 0.01], [-0.40, 0.08, -0.33], [0.38, 0.50, 0.71], [0.09, 0.08, 0.33], [-0.56, 0.20, 0.27], [0.46, 0.46, -0.12], [-0.10, -0.58, 0.44], [-0.11, -1.24, -0.91], [0.42, -0.37, 0.00], [-0.99, 0.46, 1.15], [1.25, 0.68, -0.04], [-0.69, 0.79, 0.79], [0.95, 0.24, -0.66], [-0.90, -0.09, -0.12], [0.09, -0.51, 0.32], [0.78, 0.55, 0.34], [-0.26, 0.53, -0.47], [-0.32, 0.28, -0.60], [-0.06, 0.12, -0.15], [-0.16, -0.02, 0.43], [0.12, -0.29, 0.00], [-0.57, 0.10, -0.10], [0.18, -0.15, 0.03], [0.47, -0.57, -0.63], [-1.50, 0.43, 0.98], [2.39, -1.88, -1.89], [-1.88, 1.19, 2.10], [-0.32, 0.54, -0.86], [0.34, -0.76, -0.18], [0.34, 0.29, 0.40], [0.77, 0.38, 0.02], [-0.04, 0.37, 0.09], [0.02, 0.06, 0.02], [-0.33, -0.21, -0.69], [-0.01, 0.22, 0.03], [-0.30, 0.03, -0.53], [0.22, -0.10, 0.14], [-0.05, -0.37, -0.28], [-3.35, 2.94, 0.15], [4.00, -1.95, -0.33], [-1.09, -0.52, 1.91], [-0.13, 1.23, -1.60], [0.26, -0.43, 0.32], [0.59, -0.71, -0.04], [-0.10, -0.33, -0.51], [-0.06, -0.20, 0.08], [-0.17, -0.24, -0.10], [0.04, 0.25, -0.49], [0.19, 0.01, 0.14], [-0.24, 0.59, 0.10], [-2.24, 2.58, -0.82], [0.27, 1.12, -0.20], [0.48, -0.25, -0.81], [0.13, -3.19, 0.36], [0.54, -0.76, 2.34], [2.17, 0.24, -0.76], [-1.24, -0.16, 0.54], [-1.43, 1.02, -2.02], [-0.55, 0.02, 1.36], [-0.30, -0.10, 0.20], [1.30, -0.40, -1.15], [1.11, -0.95, 1.24], [0.00, 1.70, 0.65], [0.43, -1.41, 0.21], [1.40, 0.23, -3.03], [2.41, 0.26, 1.79], [-0.56, -1.52, 0.70], [-2.14, -0.08, 0.13], [0.41, 0.69, 0.19], [-1.84, 1.21, 1.08], [0.55, -0.63, -0.40], [-0.22, 1.66, 1.05], [2.87, -2.14, -1.40], [-0.91, 1.13, 1.13], [-0.42, -0.25, -0.02], [-0.44, -0.02, -0.17], [-1.13, 1.40, 1.28], [3.07, 2.54, -5.32], [0.43, -3.80, 1.84], [0.04, 0.21, 0.02], [-1.91, 0.10, 2.67], [-0.78, 0.80, -1.67], [-1.04, -0.04, 1.32], [3.46, -1.83, 1.30], [0.20, 2.25, 0.75], [-0.89, -1.42, -0.63], [-0.65, -0.45, 1.30], [0.12, -0.93, -4.04], [0.73, 0.28, 1.49], [-2.29, -0.21, 2.02], [1.41, 0.73, 0.11]], "lowdin_charge": [-0.01, -0.31, -0.17, -0.19, -0.08, 0.25, 0.10, 0.10, 0.13, 0.07, 0.11, 0.07, 0.13, 0.13, 0.10, 0.08, 0.07, 0.08, -0.02, -0.25, -0.18, -0.18, -0.09, 0.26, 0.16, 0.09, 0.12, 0.08, 0.05, 0.08, 0.13, 0.14, 0.12, 0.09, 0.06, 0.09, -0.03, -0.30, -0.13, -0.21, -0.10, 0.27, 0.11, 0.12, 0.16, 0.09, 0.09, 0.08, 0.12, 0.13, 0.11, 0.07, 0.09, 0.06, -0.03, -0.27, -0.16, -0.20, -0.04, 0.23, 0.16, 0.17, 0.16, 0.09, 0.08, 0.08, 0.15, 0.13, 0.11, 0.10, 0.08, 0.10, -0.04, -0.28, -0.18, -0.23, -0.07, 0.22, 0.16, 0.16, 0.16, 0.08, 0.11, 0.09, 0.16, 0.14, 0.15, 0.10, 0.12, 0.09, 0.02, -0.31, 0.13, 0.11, 0.17, 0.16, 0.07, 0.08, 0.08, 0.08, 0.07, 0.09, 0.12, 0.03, -0.31, 0.11, 0.11, 0.11, 0.17, 0.03, 0.10, 0.09, 0.09, 0.09, 0.09, 0.08, 0.98, -0.29, -0.30, -0.27, -0.27, -0.30, -0.27, 0.89, -0.28, -0.30, -0.30, -0.26, -0.29, -0.31, 0.97, -0.24, -0.29, -0.32, -0.28, -0.26, -0.27, 0.05, -0.83, -0.09, -0.05, 0.04, 0.07, -0.90, -0.04, 0.00, 0.03, 0.13, -0.92, -0.06, -0.04, 0.07, 0.04, -0.86, -0.02, -0.05, 0.03], "homo_lumo_gap_ev": 1.40, "spin_multiplicity": 1, "energy_ha": -11508.7129, "total_charge": 0, "e_lumo_ev": -3.3}